Entry 1:
37
Properties=species:S:1:pos:R:3:forces:R:3:mulliken_charge:R:1 method="wB97M-V/def2-TZVPD" homo_energy_ev=-4.71 total_charge=-1
C -2.54472 -6.25316 0.35717 0.315 0.048 -0.223 -0.1520
C -2.51006 -5.30503 -0.39472 -0.059 0.209 0.001 -0.4714
B -2.31630 -4.00486 -1.32474 -0.539 0.050 0.695 0.9123
O -3.32188 -2.91679 -1.06471 0.163 -0.086 -0.141 -0.7364
C -2.67427 -1.75849 -1.52025 -0.038 -0.254 -0.318 -0.5478
C -1.15366 -2.12351 -1.68368 -0.388 -0.731 1.359 0.0357
C -0.19722 -1.12433 -1.04857 0.095 0.213 0.192 -0.9731
C 1.13957 -1.75090 -0.69747 -0.286 -0.392 -0.913 0.5606
C 1.86980 -2.27021 -1.92226 0.427 0.170 0.164 -1.4150
F 1.93994 -0.77011 -0.07173 0.170 0.137 0.078 -0.3020
O -1.06089 -3.32480 -0.92625 0.312 0.048 -0.758 -0.7459
H -2.39129 -7.09273 0.99096 -0.248 -0.020 0.043 0.4060
H -2.36496 -4.24457 -2.53378 0.276 -0.303 -0.101 -0.3108
H -2.82383 -0.96507 -0.77932 0.118 0.190 -0.098 0.3254
H -3.09460 -1.44578 -2.48993 0.044 0.182 0.034 0.2601
H -0.92250 -2.40304 -2.71739 0.063 0.527 -0.214 0.2374
H -0.65215 -0.75933 -0.12303 -0.017 -0.028 -0.003 0.3302
H -0.00886 -0.24846 -1.68082 -0.058 -0.058 -0.107 0.3257
H 1.01575 -2.57423 0.00010 -0.088 0.142 0.205 0.2124
H 1.38518 -3.17492 -2.28315 -0.062 -0.021 0.040 0.3517
H 2.90471 -2.49974 -1.65255 -0.065 -0.121 -0.021 0.4106
H 1.90355 -1.53727 -2.73225 -0.124 0.068 0.055 0.2937
O 0.42636 2.17492 2.67960 -0.003 0.080 0.194 -0.6286
S 1.52811 2.93506 2.17621 0.071 0.014 -0.376 1.2213
O 2.34949 3.68669 3.08052 -0.063 -0.059 0.087 -0.6396
O 0.98355 3.91657 1.03678 0.208 -0.046 -0.005 -0.2746
C -0.12864 4.76717 1.36444 -0.385 0.246 0.135 -0.3760
C 0.25949 5.93001 2.25734 0.157 -0.072 0.106 -0.9726
C 2.54779 1.93838 1.15016 -0.016 0.090 -0.053 -0.8179
H -0.92438 4.16796 1.81075 0.090 -0.076 0.026 0.3435
H -0.49348 5.13462 0.40685 0.106 -0.107 -0.076 0.2717
H 0.58153 5.58711 3.23916 -0.020 -0.018 -0.003 0.3018
H -0.59311 6.59707 2.39171 -0.028 -0.018 -0.077 0.3818
H 1.08427 6.49143 1.81761 -0.036 0.025 -0.032 0.2586
H 1.92872 1.39353 0.44509 -0.029 -0.042 0.029 0.1818
H 3.07068 1.24267 1.80189 -0.053 -0.017 0.037 0.3571
H 3.25831 2.58413 0.64027 -0.008 0.030 0.038 0.3841

---

Entry 2:
40
Properties=species:S:1:pos:R:3:forces:R:3:mulliken_charge:R:1 method="wB97M-V/def2-TZVPD" homo_energy_ev=-12.44 total_charge=+1
C -0.41958 -0.02697 2.32331 0.169 -0.617 0.132 -1.1271
C -1.15867 -0.84935 1.28613 -0.722 -0.087 0.175 -0.4097
O -1.49864 -0.13483 0.08288 0.906 -0.366 0.290 -0.3371
B -0.60439 0.78134 -0.38849 -0.523 0.525 -0.104 0.7984
O -1.02623 2.01495 -0.70393 0.004 -0.133 -0.745 -0.5810
C 0.94839 0.49619 -0.66550 -0.200 0.041 0.295 -0.0876
C 1.48916 -0.79647 -0.67772 -1.519 -0.591 0.212 -0.4746
C 2.79384 -1.02398 -0.88488 0.870 -0.376 -0.154 -0.0443
C 3.59811 0.07801 -1.09406 0.800 -0.878 0.180 0.4444
P 5.41760 0.05559 -1.37420 0.941 1.078 -0.667 -0.0057
C 6.07687 0.02663 0.34616 -0.705 -0.216 -0.087 -1.0361
C 5.84344 -1.60118 -2.03850 -0.747 0.129 0.909 -1.1023
N 2.99844 1.24979 -1.10392 0.513 0.866 -0.212 0.4220
N 1.72980 1.52830 -0.90362 0.008 0.237 0.103 -0.8501
H -0.54243 -0.53545 3.27653 -0.004 -0.033 0.173 0.4042
H 0.65366 -0.01788 2.14564 0.137 0.374 -0.109 0.2833
H -0.83103 0.96878 2.44840 -0.014 0.170 -0.199 0.3478
H -0.64967 -1.78252 1.05361 0.268 -0.050 -0.108 0.3592
H -2.10456 -1.15037 1.72289 -0.268 0.033 -0.112 0.3570
H -1.99523 1.99504 -0.80635 -0.095 0.298 0.281 0.3726
H 0.81963 -1.62518 -0.51677 -0.148 -0.125 0.055 0.4391
H 3.23123 -2.00643 -0.88006 -0.006 -0.225 0.000 0.4224
H 6.09405 1.03682 0.73777 0.113 0.148 0.043 0.3154
H 5.46910 -0.58740 1.00593 0.041 -0.170 0.123 0.3624
H 7.08473 -0.37392 0.32218 0.162 0.030 -0.073 0.3730
H 5.67111 -2.36903 -1.28591 0.000 -0.253 -0.110 0.3310
H 5.27728 -1.80748 -2.93901 0.041 -0.057 -0.190 0.3768
H 6.90449 -1.56614 -2.25190 0.166 0.035 -0.171 0.3891
H 3.59269 2.05650 -1.29624 -0.247 0.115 -0.003 0.3355
C -6.44533 -0.43552 0.50112 -0.249 -0.008 0.375 -0.2966
C -6.94155 0.92614 0.06415 -0.152 -0.135 -0.434 -0.4053
O -5.87454 1.81947 0.42415 0.177 -0.204 0.205 -0.3270
S -4.47568 1.07075 0.27881 -0.659 -0.232 0.168 1.3323
O -3.89981 1.40612 -0.97924 0.347 0.095 -0.031 -0.7191
O -3.75126 1.23100 1.48471 0.225 0.200 0.033 -0.5766
O -5.04084 -0.41969 0.19099 0.050 0.257 -0.261 -0.3025
H -6.55870 -0.57893 1.57695 -0.004 0.014 -0.016 0.2884
H -6.93433 -1.24837 -0.02784 0.208 -0.044 -0.114 0.3078
H -7.85986 1.22015 0.56312 0.132 0.174 0.131 0.3205
H -7.08129 0.97553 -1.01730 -0.017 -0.020 0.018 0.3005

---

Entry 3:
48
Properties=species:S:1:pos:R:3:forces:R:3:mulliken_charge:R:1 method="wB97M-V/def2-TZVPD" relative_energy_kj_mol=300.01 homo_energy_ev=-8.91
C 3.85862 -2.93170 -2.49764 -0.120 -0.613 0.702 0.1105
C 3.66863 -1.80390 -2.87512 -0.058 1.606 -0.282 -0.4630
C 3.54190 -0.29432 -3.23161 0.722 -1.732 -0.147 -0.6210
N 2.98264 0.46584 -2.08298 0.554 0.578 -0.004 -0.0382
C 1.67442 0.56153 -1.86854 -3.069 -1.253 -1.382 0.2555
N 0.76635 -0.10852 -2.73443 -1.414 2.500 3.395 -0.4864
C -0.44790 0.25754 -2.18530 0.838 -0.087 -0.378 -0.0515
N -0.39304 1.09912 -1.07610 0.294 -2.993 -2.878 0.2271
C -1.50446 1.69876 -0.28487 0.230 1.898 -0.213 -0.4150
C -2.70215 2.03876 -1.26005 -1.050 0.305 0.608 -0.7301
C -3.97080 1.08387 -1.14538 0.428 0.091 -0.982 -0.7864
C -3.68503 -0.36258 -0.56435 -2.055 0.825 0.671 -0.1288
N -4.61946 -1.30961 -1.28476 1.653 -1.126 0.030 -0.3557
C -3.77408 -2.40980 -1.73559 -0.680 -0.001 -1.089 0.2276
N -3.45632 -2.47596 -2.98127 0.179 -0.494 1.876 -0.5787
N -3.31517 -3.36826 -0.70847 -0.160 0.774 -0.790 -0.5789
N 0.96317 1.24422 -0.89171 1.958 -0.807 0.945 0.0275
P 1.82628 2.16791 0.39746 1.810 2.602 2.900 -0.0734
O 0.83057 2.24641 1.77604 0.585 -2.056 -2.981 -0.3868
O 3.16584 1.24926 0.92303 -3.327 -0.496 -1.437 -0.4330
H 3.98022 -3.92998 -2.02496 -0.116 1.378 -0.892 0.3858
H 2.95608 -0.15262 -4.17674 0.274 -0.108 1.136 0.3243
H 4.58964 0.07133 -3.44715 -1.250 -0.202 0.480 0.3455
H 3.64845 0.93654 -1.46821 -0.411 -0.325 -0.135 0.2496
H -1.40429 -0.10838 -2.63943 0.953 0.584 0.659 0.4835
H -1.10294 2.69223 0.08898 -0.342 -1.289 -0.376 0.4011
H -1.78102 1.11407 0.63252 0.291 0.193 -1.102 0.3817
H -2.40500 2.09376 -2.34120 0.158 -0.063 1.188 0.4267
H -3.05370 3.08119 -0.98151 0.550 -1.195 -0.382 0.3345
H -4.35240 0.93345 -2.20425 0.386 0.092 1.316 0.2958
H -4.80148 1.62781 -0.60357 0.990 -0.896 -0.339 0.3329
H -4.03424 -0.36771 0.51699 1.116 -0.021 -1.055 0.3081
H -2.62329 -0.71484 -0.66847 -0.982 0.504 0.218 0.0980
H -5.31725 -1.69506 -0.64349 0.468 0.222 -0.034 0.3234
H -2.85637 -3.31977 -3.04247 -0.226 0.572 -0.418 0.2659
H -2.29031 -3.37335 -0.78072 -0.559 -0.450 0.178 0.2809
H -3.68689 -4.29163 -0.95548 0.389 0.333 0.211 0.2834
H 0.45748 1.34349 1.92696 0.233 0.744 0.849 0.3598
H 2.81234 0.35716 1.16116 0.933 0.344 0.457 0.3698
N 3.27306 1.31770 5.07123 -0.011 -0.525 -0.017 -0.3330
S 1.82834 0.98988 5.60549 -3.018 0.817 1.195 1.1548
O 1.71880 0.49154 6.94420 0.672 -0.272 -0.623 -0.5919
O 0.87424 0.47992 4.64992 0.816 -0.099 -0.310 -0.5857
F 1.28652 2.47873 5.80394 0.680 0.149 -0.425 -0.2799
S 4.11869 0.01762 4.82896 2.411 -1.850 -0.158 1.1504
O 5.51944 0.27194 4.64979 -0.775 0.918 -0.205 -0.6457
O 3.56799 -0.98547 3.95258 -0.590 0.744 0.031 -0.5801
F 4.12194 -0.71833 6.23875 -0.355 0.181 -0.011 -0.2606

---

Entry 4:
33
Properties=species:S:1:pos:R:3:forces:R:3:mulliken_charge:R:1 method="wB97M-V/def2-TZVPD" homo_energy_ev="2.83 / 2.74" total_charge=-2
C -0.84336 1.04019 -3.31563 -0.247 1.703 -1.419 -0.4324
C 0.54204 0.83609 -3.56743 -0.169 0.647 -1.047 -0.8755
C 1.28564 1.62859 -2.64613 0.299 0.344 -0.219 -0.6366
C 0.35694 2.32089 -1.82023 -0.244 1.258 -0.536 -0.5712
C -0.95936 1.95479 -2.22873 -0.171 1.877 -1.620 -0.8584
Hg 0.00014 0.00019 -1.33873 10.226 3.632 -4.943 1.3473
N -1.43406 -0.67641 -0.66653 -13.976 -7.881 3.151 -0.5974
C -0.01576 -2.49261 -1.46523 -0.050 -0.895 -0.206 -0.3477
C 0.98114 -1.97301 -2.25723 0.918 -2.463 -0.507 -0.6945
H 2.37404 1.68219 -2.57863 -0.373 -0.042 0.016 0.3692
H 0.96574 0.20139 -4.34763 -0.153 0.149 0.344 0.5966
H 0.60504 2.99219 -0.99693 -0.084 -0.344 -0.236 0.4754
H -1.89056 2.30449 -1.78153 0.406 -0.355 -0.031 0.4810
H -1.67296 0.56299 -3.84013 0.380 0.048 0.377 0.4585
H 0.86894 -1.93871 -3.34483 -0.007 0.186 0.481 0.3543
H -0.93956 -2.88521 -1.89933 0.440 0.190 0.213 0.1676
H -2.35146 -1.08181 -0.44493 0.139 0.241 -0.198 -0.1982
H 1.97224 -1.76371 -1.83993 -0.368 0.045 -0.171 0.2645
H 0.15804 -2.70901 -0.40813 -0.163 0.245 -0.406 0.0612
C 1.52424 -0.88081 3.05037 0.468 -0.271 0.640 -1.0826
Si 0.00014 0.00019 2.43127 0.243 0.143 -6.254 -0.8631
C -1.52456 -0.88071 3.04897 -0.375 -0.215 0.466 -0.9177
C -0.00026 1.76079 3.05007 -0.011 0.518 0.619 -1.1019
O 0.00014 0.00019 0.66127 2.889 1.288 11.118 0.4737
H 1.52524 -0.88241 4.15967 0.253 -0.172 -0.192 0.3205
H 2.42924 -0.35731 2.67977 -0.484 -0.345 0.195 0.1555
H 1.52264 -1.92581 2.67807 0.069 0.545 0.193 0.2166
H -1.52676 -0.88241 4.15827 -0.189 -0.116 -0.280 0.3158
H -2.42906 -0.35711 2.67717 0.470 -0.374 0.134 0.2095
H -1.52286 -1.92561 2.67637 -0.099 0.583 0.156 0.2070
H 0.90544 2.28259 2.67877 -0.532 -0.243 0.197 0.1515
H -0.90606 2.28219 2.67837 0.508 -0.223 0.179 0.2132
H -0.00046 1.76259 4.15937 -0.016 0.297 -0.216 0.3382

---

Entry 5:
32
Properties=species:S:1:pos:R:3:forces:R:3:mulliken_charge:R:1 method="wB97M-V/def2-TZVPD" relative_energy_kj_mol=410.61 homo_energy_ev=-13.27 total_charge=+1
O 2.11041 -1.79947 3.10849 -0.026 -0.008 1.149 -0.3975
N 1.07306 -0.90648 3.20889 -1.197 -1.104 0.581 0.6639
C -0.13825 -1.43218 3.59697 -2.363 0.988 0.163 0.0400
C -1.39327 -0.60209 3.71037 4.116 2.940 -1.325 -0.4419
C -1.09032 0.85844 3.38953 1.672 -3.784 0.277 -0.1545
C 0.34201 1.15793 3.03533 -0.769 1.134 -0.132 -0.1824
N 1.43655 0.32200 2.90970 -4.347 0.924 0.985 -0.5163
H 2.50001 -1.78211 4.02046 0.056 -0.217 -0.927 0.3828
H -0.21139 -2.53963 3.84243 0.641 1.639 -0.560 0.3987
H -2.39760 -1.00488 4.01423 1.381 0.376 -0.401 0.4001
H -1.86764 1.67318 3.41251 1.102 -1.024 -0.035 0.3835
H 0.57717 2.25882 2.83197 -0.226 -1.855 0.235 0.3935
C -0.45008 1.29852 -4.19382 0.155 0.017 -0.086 -1.1871
C -0.18990 -0.08744 -3.61896 -0.178 -0.015 -0.032 -0.3853
C -1.02385 -0.38699 -2.37173 0.062 -0.141 0.035 -0.7699
C -0.75250 0.52891 -1.17450 -0.004 0.169 -0.089 -0.5989
C 0.69837 0.55193 -0.69046 -0.177 -0.065 0.063 -0.2707
C 1.18468 -0.80238 -0.19185 0.289 0.119 -0.063 -1.0693
H -0.17959 2.08717 -3.48776 -0.037 0.003 -0.047 0.2823
H 0.14426 1.44951 -5.09805 -0.084 0.055 0.055 0.3758
H -1.50346 1.41891 -4.45833 0.041 0.031 0.033 0.2988
H 0.87651 -0.20466 -3.40572 -0.014 -0.030 0.020 0.2294
H -0.43258 -0.83305 -4.38373 0.061 0.022 0.108 0.3851
H -0.85692 -1.42887 -2.07882 -0.031 0.034 0.011 0.3164
H -2.08629 -0.31463 -2.62826 0.059 0.006 0.003 0.3790
H -1.39969 0.21610 -0.34540 0.006 -0.013 0.014 0.3046
H -1.05657 1.55151 -1.42097 0.002 -0.063 0.000 0.3407
H 0.77977 1.27573 0.12869 0.042 0.068 -0.082 0.1765
H 1.36142 0.91127 -1.48198 -0.053 -0.003 0.035 0.3510
H 0.56348 -1.15597 0.63729 -0.093 -0.111 -0.107 0.1134
H 2.21465 -0.72443 0.16626 -0.044 -0.098 0.010 0.3559
H 1.16758 -1.55469 -0.98275 -0.041 0.007 0.110 0.4027

---

Entry 6:
33
Properties=species:S:1:pos:R:3:forces:R:3:mulliken_charge:R:1 method="wB97M-V/def2-TZVPD" relative_energy_kj_mol=223.71 homo_energy_ev=-11.40 total_charge=+1
C 0.60404 0.35118 0.46346 -2.850 0.423 1.320 -0.6895
C 1.97691 -1.11435 -0.42083 0.235 0.321 0.683 -0.7601
C 1.97436 0.08416 0.36823 -3.215 -2.777 -2.052 0.9909
C 4.73713 1.63936 -0.02910 1.474 -0.552 2.990 -0.9642
C -4.18343 1.54856 -1.20024 0.358 1.195 -1.685 -1.0538
C -2.45064 -1.20025 1.93114 -2.223 1.824 1.731 -1.1980
C 0.13886 -2.52481 -1.43802 0.695 -0.461 -1.461 -0.7947
C 4.19840 0.41685 0.72354 1.093 -1.492 0.009 -0.1894
C -2.86376 1.59453 -0.48569 0.694 2.277 -0.313 -0.2300
C -2.51563 -0.52419 0.63357 -0.520 0.793 1.879 0.7105
N -0.13604 -0.68429 -0.02345 -0.516 2.009 0.454 0.0512
N 0.69249 -1.56153 -0.56772 1.272 2.384 1.471 -0.0992
O 2.86274 0.75488 0.99942 0.756 1.190 1.219 -0.3370
O -2.74388 0.72811 0.67017 0.480 -1.621 0.173 -0.2448
H -0.00681 1.22590 0.97817 1.802 -1.986 -1.046 0.2504
H 2.76649 -1.67716 -0.87733 0.204 -0.104 0.046 0.3635
H 4.03575 1.99460 -0.72428 -0.626 0.325 -1.241 0.3191
H 4.79648 2.36245 0.82608 0.017 -0.055 -1.078 0.2548
H 5.76203 1.49296 -0.37306 -0.254 0.066 -0.368 0.3421
H -4.21296 0.56661 -1.65650 -1.152 -0.221 -0.036 0.3598
H -4.97705 1.91258 -0.54061 -0.150 -0.882 -0.153 0.3258
H -4.21310 2.32233 -2.08900 0.520 -1.493 1.721 0.3298
H -2.52958 -0.47597 2.75950 0.361 0.160 -0.492 0.3267
H -3.35322 -1.80162 2.15299 0.392 -0.192 -0.845 0.3538
H -1.59123 -1.73365 2.10913 1.927 -1.574 -0.018 0.3825
H 0.04610 -3.49955 -0.98367 0.479 -0.466 0.075 0.2892
H -0.88995 -2.17252 -1.52780 0.195 -0.185 -1.109 0.2499
H 0.83673 -2.52786 -2.35688 -1.816 -0.311 1.050 0.3168
H 4.69850 0.30713 1.76265 -0.549 -0.137 -1.933 0.2588
H 4.14373 -0.60681 0.14964 0.889 2.014 1.153 0.1700
H -2.88744 2.56441 0.07865 0.976 -0.609 -1.016 0.2545
H -1.96645 1.39718 -1.15351 -1.029 0.476 0.976 0.3190
H -2.74958 -1.15922 -0.15867 0.081 -0.340 -2.104 0.3417

---

Number 1: total energy -35145.66848 eV. Number 2: total energy -46738.38614 eV. Number 3: total energy -71272.64654 eV. Number 4: total energy -26255.32851 eV. Number 5: total energy -15695.07512 eV. Number 6: total energy -17742.77864 eV.